Entry 1:
{"formula": "C16H41BrIInNO9P2", "method": "the ωB97M-V functional and the def2-TZVPD basis", "total_charge": -1, "gap_ev": 6.43, "homo_ha": -0.2012, "total_energy_ev": -139075.452, "fmax_ev_per_a": 7.1, "lumo_ev": 1.0, "elements": ["C", "C", "O", "H", "H", "H", "O", "H", "H", "H", "O", "O", "H", "C", "C", "C", "H", "O", "C", "O", "H", "H", "H", "H", "H", "H", "H", "P", "C", "H", "H", "H", "P", "I", "H", "H", "In", "H", "C", "O", "H", "H", "H", "C", "Br", "H", "H", "H", "H", "H", "H", "C", "C", "H", "H", "O", "N", "H", "H", "H", "C", "C", "O", "H", "H", "H", "H", "H", "H", "C", "C", "C"], "positions_angstrom": [[2.4059, -1.1442, -9.6629], [1.2452, -2.3978, -1.9580], [-0.6651, -1.4756, -0.7584], [0.8687, 2.0397, 8.7814], [0.0268, 0.4076, 1.9339], [1.8715, -0.9756, -8.7239], [-1.6750, 0.0564, 6.7124], [1.5039, -1.4695, -2.4710], [-3.7045, 3.9155, 7.9082], [-5.9031, 2.7023, 7.8971], [-2.6093, 2.2755, 7.4039], [-0.4522, 2.0896, 6.4814], [1.1646, 1.6695, 2.4342], [0.9118, 1.5138, 0.2985], [-2.7168, 1.5243, -0.0625], [0.0394, 2.7481, 8.7448], [2.0506, -0.3742, -10.3644], [-1.5430, 0.7260, 0.0545], [-0.1914, 3.2164, 7.3264], [5.3209, -0.1808, -5.8314], [-5.0581, 1.2120, 7.4398], [-2.5904, 2.3803, 0.6083], [-0.9756, 3.9676, 7.2575], [0.7225, 3.6841, 6.9518], [4.1610, 0.0817, -9.1917], [0.9960, -2.9552, -8.5373], [1.5721, -3.2303, -2.5806], [-0.7977, 0.0721, -1.2675], [1.5092, -3.5485, -9.2971], [-2.8305, 1.9216, -1.0704], [-4.7277, 1.9542, 8.9943], [0.4783, -1.7451, 4.8395], [-1.9560, 1.5410, 6.0809], [1.7120, -1.7505, -5.7104], [0.2693, 3.5927, 9.3963], [4.8848, -0.0113, -4.9870], [4.3431, -1.7961, -6.6505], [1.8018, -2.4157, -1.0193], [2.1407, -2.5297, -10.3026], [-3.2157, 1.3440, 5.2977], [-4.0363, -0.1771, -0.2453], [-3.8246, 0.3993, 1.3983], [0.8101, -0.7679, 6.2841], [-1.2887, -1.0019, 5.8329], [5.4563, -3.9366, -5.5872], [1.3998, -2.3914, -11.1047], [4.3203, -1.0201, -10.5575], [-4.0743, 3.2853, 6.3115], [1.8842, 1.9552, 0.0656], [-0.4968, -3.4408, -1.2613], [2.3177, -4.1187, -8.8297], [0.9627, 0.9051, 1.6807], [-0.2456, -2.4734, -1.6982], [-1.9483, -1.0252, 4.9610], [3.0328, -2.9802, -10.7443], [-1.9816, 0.0327, -2.1816], [4.5782, -2.0060, -8.7359], [0.8040, -4.2159, -9.8032], [-0.8310, 2.2291, 9.1433], [-4.8402, 1.3172, 0.2709], [0.1630, -0.8723, 5.4129], [-3.8393, 2.9937, 7.3342], [0.6837, 0.4876, -0.6692], [5.5664, -1.9270, -8.9589], [0.1803, 2.3162, 0.2235], [-0.8105, -2.3739, -2.6291], [1.7425, 0.1435, 1.7349], [0.3097, 0.0154, 4.7917], [-1.4329, -1.9336, 6.3807], [3.9307, -0.9468, -9.5249], [-4.9512, 2.1704, 7.9481], [-3.9289, 0.7226, 0.3609]], "forces_ev_per_angstrom": [[1.026, -0.131, -0.830], [0.027, 0.134, 0.113], [0.424, 0.623, -0.723], [0.081, 0.112, -0.048], [-0.076, 0.139, -0.088], [0.096, -0.284, -0.023], [0.366, 0.537, -0.837], [0.035, -0.087, -0.089], [0.125, -0.042, 0.030], [0.016, 0.011, 0.005], [0.523, 0.329, -0.476], [-0.841, -0.191, -2.531], [0.057, 0.050, -0.078], [0.422, 0.619, 0.046], [-0.260, -0.082, 0.174], [-0.116, -0.362, 0.149], [0.069, -0.016, 0.222], [0.560, 0.343, -0.355], [0.395, 0.667, 0.000], [-0.480, -0.336, -0.057], [0.016, 0.080, -0.139], [0.107, -0.053, 0.043], [-0.122, -0.154, 0.044], [-0.035, -0.135, -0.159], [-0.119, -0.144, 0.057], [-0.127, -0.444, 0.061], [-0.013, 0.063, -0.065], [-3.060, -2.209, 5.889], [0.651, 0.713, -0.515], [0.006, -0.164, -0.057], [-0.003, 0.075, 0.005], [-0.037, 0.017, -0.020], [-2.380, -1.667, 6.463], [0.292, 0.082, -0.072], [0.039, 0.041, -0.082], [0.151, 0.076, -0.094], [0.463, -0.395, 0.083], [-0.062, -0.073, 0.033], [-1.419, -0.337, 0.511], [2.350, 1.069, -2.523], [0.041, 0.093, -0.137], [-0.002, 0.090, 0.015], [-0.035, -0.055, 0.025], [0.143, -0.300, -0.150], [-0.259, 0.431, -0.211], [0.246, -0.017, 0.012], [-0.019, 0.101, 0.193], [0.013, -0.166, -0.040], [-0.021, -0.119, -0.164], [-0.114, 0.118, 0.126], [-0.298, -0.009, 0.137], [-0.158, -0.368, 0.185], [0.222, -0.339, -0.198], [-0.030, 0.031, 0.038], [0.051, 0.327, 0.065], [2.601, 1.183, -2.114], [-0.313, 0.617, 0.262], [0.139, -0.018, 0.174], [-0.087, 0.124, -0.081], [0.014, 0.011, 0.012], [0.021, 0.138, -0.063], [-0.268, -0.068, 0.213], [-0.596, 0.136, -2.558], [0.052, -0.277, 0.292], [-0.129, -0.142, 0.029], [-0.025, 0.047, 0.036], [0.099, 0.114, -0.041], [0.024, -0.057, -0.041], [-0.090, 0.109, 0.109], [-0.223, 0.081, -0.308], [-0.064, -0.138, 0.061], [-0.084, -0.148, 0.054]]}

Entry 2:
{"formula": "C16H41N3O5PS2", "method": "the ωB97M-V functional and the def2-TZVPD basis", "total_charge": 1, "gap_ev": 9.86, "homo_ha": -0.4430, "total_energy_ev": -62914.296, "fmax_ev_per_a": 0.6, "lumo_ev": -2.2, "elements": ["H", "O", "H", "S", "H", "C", "H", "N", "H", "H", "H", "H", "H", "C", "H", "C", "H", "H", "H", "H", "C", "H", "H", "C", "O", "C", "H", "H", "H", "H", "H", "H", "H", "C", "H", "H", "H", "C", "H", "H", "H", "P", "C", "H", "H", "H", "C", "S", "H", "H", "C", "N", "C", "H", "H", "N", "O", "H", "C", "H", "H", "H", "C", "O", "C", "H", "C", "O"], "positions_angstrom": [[1.9510, 1.2653, 2.8674], [-4.7488, -0.3357, -2.8545], [-0.1970, -0.6919, 2.9322], [-4.6529, -1.8364, -2.3701], [1.5651, -0.7308, 4.9769], [-1.0151, 1.0207, 3.9511], [3.1745, 0.5514, 3.8904], [-0.1736, 1.0956, -0.9477], [0.1893, -0.9467, 0.4512], [-2.0927, 0.9626, 2.0887], [1.4358, -2.6182, -0.0321], [-4.5652, -0.7422, -4.8805], [2.6437, -3.2567, -1.1260], [-5.1644, -0.1004, -4.2344], [-2.6916, -0.1894, 3.2880], [2.4626, -2.4874, -0.3742], [0.6173, 0.9587, 1.4204], [-0.5721, -0.9737, 4.6229], [-6.8971, 0.0039, -5.4601], [-3.0633, 1.5309, 3.4448], [2.2404, 0.3396, 3.3644], [4.9616, 3.0894, 0.9035], [3.8033, -1.0111, -1.1187], [-0.1343, -0.2418, 3.9417], [-3.8134, -2.5625, -3.2773], [2.7211, -1.1393, -1.0359], [0.1164, -1.5915, -1.7601], [4.0910, 1.1160, -0.5932], [2.6482, 1.4694, -1.5802], [3.1558, 4.6944, 2.2169], [2.1683, -0.0350, -2.8404], [4.2398, 1.8567, 1.9414], [-1.2516, 1.2580, 4.9928], [2.5055, -0.7563, 2.3153], [-2.8012, -1.1255, -1.1164], [2.8376, -1.6153, -3.0426], [4.7509, 4.3828, 2.8728], [0.7180, -1.6510, -2.6697], [-6.9372, -1.3404, -4.3104], [-0.6987, -0.1962, -3.4879], [3.2527, -1.4625, 2.6832], [0.5693, 0.3711, 0.1644], [-6.6467, -0.3003, -4.4433], [-3.7013, -2.4880, -0.3659], [-4.8709, 0.9329, -4.4033], [-7.2199, 0.3100, -3.7462], [4.0872, 2.8417, 1.5066], [2.6472, 2.7682, 0.3996], [0.2196, 1.4223, -1.8130], [-4.3594, -0.8285, -0.2733], [2.1165, -1.0510, -2.4429], [1.2400, -0.0027, 4.3597], [3.8195, 3.9033, 2.5733], [1.6184, -1.3408, 2.0661], [0.6499, -0.5811, -4.5708], [2.3866, 0.0286, -0.0711], [-0.3209, 2.1228, 3.3575], [0.2034, 2.5641, 4.0396], [-0.0399, -0.9946, -3.8295], [3.3586, 3.4620, 3.4580], [3.1411, -2.6628, 0.4577], [-0.6605, -1.7260, -4.3470], [-2.2915, 0.8195, 3.1550], [3.1511, -0.2594, 1.1093], [3.0215, 1.3252, -0.5718], [0.8313, -2.7155, -2.8866], [-3.7814, -1.5278, -0.8716], [-5.9487, -2.3505, -2.0640]], "forces_ev_per_angstrom": [[-0.026, -0.013, -0.067], [-0.121, 0.038, -0.002], [0.014, 0.033, 0.104], [0.106, -0.016, -0.042], [0.049, 0.026, 0.044], [0.159, -0.055, 0.047], [-0.036, -0.012, -0.035], [0.551, -0.201, 0.089], [-0.086, -0.053, -0.082], [0.053, -0.001, 0.032], [0.011, 0.012, -0.084], [-0.009, -0.024, 0.015], [0.020, 0.011, 0.052], [0.089, 0.037, -0.063], [0.013, 0.054, 0.078], [0.040, 0.026, -0.008], [-0.027, 0.144, 0.115], [-0.043, 0.023, -0.049], [-0.016, 0.001, -0.002], [0.068, 0.028, -0.029], [-0.093, 0.000, -0.037], [-0.076, 0.044, 0.005], [-0.046, -0.008, -0.047], [-0.041, 0.059, -0.365], [0.079, -0.019, -0.010], [0.113, -0.026, 0.095], [-0.060, 0.006, -0.056], [-0.040, 0.054, -0.054], [0.049, 0.030, -0.025], [0.066, -0.039, -0.068], [-0.044, 0.021, 0.085], [0.039, 0.050, 0.045], [0.027, 0.039, -0.034], [-0.042, -0.117, -0.024], [-0.004, 0.026, 0.005], [-0.095, 0.082, -0.103], [-0.020, -0.083, 0.050], [0.007, -0.075, 0.002], [0.011, -0.004, -0.009], [0.080, 0.055, 0.029], [-0.107, -0.024, 0.023], [-0.264, 0.007, 0.056], [-0.003, 0.001, 0.049], [0.008, 0.004, 0.003], [-0.016, 0.003, -0.003], [-0.001, 0.009, -0.012], [0.080, 0.025, -0.009], [-0.089, -0.025, 0.029], [-0.299, 0.102, -0.118], [0.000, -0.006, 0.009], [0.019, 0.085, 0.031], [0.045, -0.052, 0.095], [0.001, 0.010, 0.057], [-0.028, 0.112, 0.027], [-0.033, -0.036, 0.041], [0.179, -0.151, 0.225], [0.115, 0.070, 0.121], [-0.113, -0.166, -0.142], [0.068, -0.097, -0.105], [-0.011, 0.029, -0.043], [-0.035, -0.011, -0.035], [-0.052, 0.053, 0.072], [-0.063, -0.182, -0.001], [-0.057, 0.342, -0.016], [-0.030, -0.281, -0.133], [0.011, 0.027, 0.118], [0.006, -0.010, 0.021], [-0.053, 0.008, 0.043]]}

Entry 3:
{"formula": "C16H42AsN4RhSi2", "method": "the ωB97M-V functional and the def2-TZVPD basis", "total_charge": 2, "gap_ev": [8.94, 7.35], "homo_ha": [-0.5074, -0.5576], "relative_energy_kcal_mol": 10.0, "multiplicity": 5, "total_energy_ev": -102822.676, "fmax_ev_per_a": 1.6, "lumo_ev": [-4.9, -7.8], "s_squared": 6.011, "elements": ["H", "N", "H", "H", "N", "C", "C", "H", "H", "C", "H", "N", "H", "Si", "C", "C", "H", "C", "H", "H", "H", "H", "H", "H", "H", "H", "C", "H", "H", "H", "H", "H", "H", "H", "H", "N", "As", "H", "C", "H", "C", "H", "H", "C", "H", "C", "H", "C", "C", "H", "H", "H", "H", "H", "C", "H", "H", "C", "H", "Si", "H", "H", "H", "Rh", "H", "C"], "positions_angstrom": [[2.9751, -0.9238, 1.1890], [2.2042, -1.4535, 1.6071], [2.1853, 1.4402, -1.7614], [-3.2853, 2.3791, 0.7345], [-1.2231, -1.3103, 1.8513], [-1.0623, -3.6519, 0.7848], [2.3111, -2.8497, 1.1565], [3.3227, -3.2457, 1.3153], [0.1618, -1.6759, -3.8598], [-3.5901, 2.6332, -2.5944], [3.1654, 0.2259, 4.2005], [0.4542, 1.0958, 2.2812], [-0.6689, 1.2462, 4.0781], [0.3689, 0.8247, -3.3770], [-1.1303, -0.6286, 3.1536], [1.9397, -3.0103, -0.3163], [2.7194, -2.5439, -0.9250], [1.8779, 1.8152, -2.7405], [-0.9389, 2.5943, -4.6248], [1.6746, 1.9854, 3.7538], [-1.7518, -3.1465, 2.7383], [-3.2945, 2.3190, -3.5898], [-1.3500, -2.4667, -0.9806], [1.6373, -2.1130, 3.4853], [1.5340, -0.2055, 4.6410], [-0.5342, 4.1440, -2.9892], [-0.6645, 1.5573, -4.7900], [3.3523, -1.8146, 3.3318], [-1.5740, 0.9829, -4.9441], [1.6321, -3.4571, 1.7553], [0.3546, 2.0003, 1.8212], [-2.0939, -3.9648, 0.6114], [-1.5886, 1.3925, 2.5645], [-1.4631, 5.2474, -2.0028], [-2.0746, -0.7165, 3.7032], [0.6707, -2.3521, -0.6367], [-0.9160, 0.7582, -1.3087], [-1.8972, 3.4317, 1.0366], [-0.7713, 0.8596, 3.0567], [-0.5059, -4.0089, -1.2272], [-1.0144, -2.7500, 2.0270], [-0.0837, 4.4194, -1.3124], [-0.0361, -2.8499, 2.4960], [2.3650, -1.4154, 3.0648], [-0.3578, -1.1322, 3.7336], [0.9547, -0.9290, -3.8747], [2.4880, 1.4542, 2.2739], [-2.7146, 3.2217, 0.3522], [-0.9252, 4.3030, -1.9894], [2.7230, 1.7239, -3.4158], [-0.5075, -4.5546, 1.0444], [-3.3711, 4.0877, 0.3616], [0.7347, -2.0409, -1.6049], [1.7917, -1.2817, -3.2800], [1.7281, 1.1754, 3.0103], [1.3117, -0.8672, -4.8995], [-4.1507, 3.5581, -2.6991], [2.1952, -0.0586, 3.7864], [-4.2695, 1.8849, -2.1960], [-2.1151, 2.9234, -1.4335], [1.6487, 2.8719, -2.6407], [-2.1335, -1.1360, 1.4225], [-0.1003, 1.5180, -5.7172], [0.3415, -0.3121, 0.4405], [1.9098, -4.0791, -0.5603], [-0.5755, -3.1283, -0.5723]], "forces_ev_per_angstrom": [[-0.125, -0.206, 0.116], [0.022, 0.485, -0.528], [0.017, -0.035, -0.010], [-0.080, -0.136, -0.011], [0.052, 0.408, -0.738], [0.122, 0.362, -0.036], [-0.036, -0.322, -0.429], [-0.136, 0.034, 0.017], [-0.107, -0.019, -0.025], [0.691, -0.043, 0.399], [-0.133, 0.041, 0.060], [-0.153, -0.090, -0.645], [-0.093, 0.057, -0.116], [0.447, -0.328, -0.277], [-0.055, 0.495, 0.254], [0.294, -0.060, 0.394], [-0.084, -0.068, -0.064], [-0.734, -0.252, -0.241], [-0.047, 0.132, 0.067], [0.026, -0.048, -0.236], [0.161, 0.058, 0.006], [0.118, -0.031, -0.138], [0.158, -0.146, -0.044], [0.082, -0.024, -0.116], [0.049, -0.022, 0.060], [0.032, -0.052, -0.149], [0.370, -0.146, 0.670], [-0.149, -0.041, -0.055], [-0.106, -0.126, 0.040], [0.114, 0.068, 0.080], [-0.042, -0.150, 0.034], [0.050, -0.087, -0.015], [0.076, 0.048, 0.062], [-0.218, 0.110, 0.044], [0.145, -0.067, 0.031], [-0.144, 0.654, -0.122], [-0.393, 0.882, -1.149], [0.183, 0.039, 0.065], [-0.257, -0.402, 0.187], [-0.017, 0.199, -0.014], [0.032, -0.545, 0.032], [0.090, -0.042, 0.146], [-0.138, 0.033, 0.057], [0.014, 0.092, 0.651], [-0.071, -0.093, -0.007], [-0.461, 0.672, 0.301], [-0.076, 0.043, 0.047], [0.280, -0.191, -0.743], [-0.322, -0.768, 0.151], [0.120, -0.080, -0.188], [-0.066, -0.063, 0.054], [-0.113, 0.173, -0.025], [-0.005, -0.015, 0.146], [0.194, -0.009, 0.177], [0.456, -0.062, 0.378], [0.060, 0.011, -0.189], [-0.038, 0.237, 0.049], [-0.073, 0.078, -0.318], [-0.038, -0.113, 0.127], [-0.434, 0.336, 0.336], [-0.038, 0.151, 0.055], [0.150, -0.026, 0.198], [0.208, -0.050, -0.118], [0.622, -0.768, 1.251], [0.044, 0.117, -0.047], [-0.500, -0.289, 0.049]]}